#1
Computed, not measured: one molecule with the formula C6H11N3, with wB97M-V/def2-TZVPD.

Positions of all 20 atoms, in Å:
C: 0.56901 -1.70628 -1.54559
C: 0.40409 -0.70219 -0.43900
C: 1.03554 -0.81304 0.77996
N: 1.88988 -1.82342 1.17113
N: 0.87917 0.19151 1.69155
C: 0.27690 1.22598 1.15493
N: -0.88659 1.15791 0.46795
C: -1.72629 2.29991 0.22389
C: -0.87603 0.10561 -0.53932
H: -0.18985 -2.49336 -1.48976
H: 0.46228 -1.22413 -2.52011
H: 1.54223 -2.19575 -1.50864
H: 2.46554 -1.58768 1.96476
H: 2.24274 -2.45711 0.47456
H: 0.49347 2.19086 1.60390
H: -1.55602 3.05877 0.98552
H: -2.77530 1.99500 0.25633
H: -1.52851 2.73680 -0.76265
H: -1.77830 -0.52311 -0.42849
H: -0.94398 0.56371 -1.54091

Calculated values
- Total charge: 0
- SMILES string: CC1=C(N)N=CN(C)C1
- Spin multiplicity: 1
- LUMO energy: 0.697 eV
- Gap between HOMO and LUMO: 0.27421 hartree


#2
Computed, not measured: a 2-piece molecular cluster, C6H11N3 overall, with wB97M-V/def2-TZVPD.

Positions of all 20 atoms, in Å:
H: 0.30280 1.11732 -1.50677
N: -0.27856 0.92386 -0.69577
C: 0.24928 0.19821 0.20291
C: -0.58173 -0.12552 1.40345
C: 1.62214 -0.34763 0.13190
C: 2.01233 -1.36619 0.89420
C: 2.54937 0.27390 -0.87436
H: -0.94608 -1.14933 1.33068
H: 0.00058 -0.02536 2.31564
H: -1.44466 0.53220 1.44724
H: 1.36226 -1.84720 1.60256
H: 3.00743 -1.77207 0.81504
H: 2.24262 0.01493 -1.88888
H: 3.56383 -0.08611 -0.72800
H: 2.54697 1.35992 -0.78192
N: -3.99952 -1.13818 -0.06301
C: -3.56565 -0.14510 -0.44493
N: -3.07433 1.01854 -0.80231
H: -3.52328 1.47168 -1.58357
H: -2.04581 1.09213 -0.77409

Calculated values
- Total charge: 0
- SMILES string: [H]/N=C(/C)C(=C)C.N#CN
- Spin multiplicity: 1
- LUMO energy: 0.307 eV
- Gap between HOMO and LUMO: 0.35598 hartree


#3
Computed, not measured: C6H11N3 as an isolated structure, with wB97M-V/def2-TZVPD.

Positions of all 20 atoms, in Å:
C: 1.39601 -1.33530 1.07200
C: 0.75838 -0.67686 -0.22995
C: 1.99239 -0.40718 -1.14146
C: 1.00754 0.85239 -0.66356
C: -0.81941 1.22255 0.53336
C: -0.70760 -0.34138 -0.23983
H: 1.16684 -0.29324 1.96768
H: 0.70420 -2.47455 1.09506
H: 2.72427 -1.50648 1.06257
H: 1.78616 -0.45055 -2.15675
H: 2.87567 -0.51911 -0.77106
H: 0.44969 1.15126 -1.48424
H: 0.40668 2.69597 -0.26814
H: -1.11261 0.84485 1.62955
H: -1.37304 1.84275 0.00102
H: -3.80082 -0.56520 -0.79849
H: -3.19833 -0.42073 0.82960
N: 0.56810 1.71803 0.35624
N: -1.82761 -1.14488 -0.46047
N: -2.99652 -0.19235 -0.33312

Calculated values
- Total charge: 0
- Spin multiplicity: 1
- LUMO energy: 0.731 eV
- Gap between HOMO and LUMO: 0.32967 hartree


#4
Computed, not measured: one molecule with the formula C6H11N3, with wB97M-V/def2-TZVPD.

Positions of all 20 atoms, in Å:
H: 1.77386 1.83791 -1.15164
N: 2.41701 1.07840 -0.90314
C: 1.73867 0.03657 -0.54516
N: 2.44982 -1.06440 -0.17428
C: 0.14468 -0.00029 -0.60624
C: -0.28669 0.04824 -1.87176
N: -0.50089 -0.01615 0.61602
C: 0.12992 -0.66705 1.78090
C: -1.81270 0.60602 0.83683
C: -2.87493 0.82978 0.06342
H: 3.42719 -0.98026 -0.43433
H: 2.03447 -1.95207 -0.42371
H: 0.40626 0.09091 -2.70685
H: -1.32549 -0.08730 -2.13201
H: -0.59522 -0.83042 2.58652
H: 0.94026 -0.04540 2.17302
H: 0.51704 -1.65578 1.51344
H: -1.90192 0.92169 1.87734
H: -3.76046 1.30401 0.47916
H: -2.92087 0.54560 -0.97752

Calculated values
- Total charge: 0
- SMILES string: [H]/N=C(/N)C(=C)N(C)C=C
- Spin multiplicity: 1
- LUMO energy: 0.912 eV
- Gap between HOMO and LUMO: 0.33013 hartree


How do the energies compare? Relative to the most stable structure, in eV: #1 0.494; #2 0.000; #3 10.499; #4 0.966.


#1
Computed, not measured: a 3-piece molecular cluster, C4H13NO2 overall, with wB97M-V/def2-TZVPD.

Positions of all 20 atoms, in Å:
C: 0.48187 0.00271 -0.45606
C: -0.70323 -0.83174 0.27061
C: -0.48139 -1.55541 1.42723
C: -1.28782 -2.75128 1.79250
N: 0.78908 -1.24719 2.13212
H: 1.47844 -0.54536 -0.32121
H: 0.37871 0.17130 -1.50557
H: 0.67200 1.01708 0.06412
H: -1.66578 -0.72540 -0.28869
H: -1.12594 -2.93065 2.84047
H: -1.20482 -3.48317 1.07980
H: -2.37437 -2.48256 1.92055
H: 1.56435 -1.03488 1.49639
H: 1.07234 -1.91281 2.88701
O: 4.52080 5.59072 -0.50587
H: 5.13904 4.86283 -0.30922
H: 4.22700 5.38343 -1.46815
O: -3.76429 -0.37681 -3.43211
H: -4.01521 -1.01175 -4.07072
H: -3.77795 0.52535 -3.95138

Calculated values
- Total charge: 0
- SMILES string: C/C=C(/C)N.O.O
- Spin multiplicity: 1
- LUMO energy: 0.827 eV
- Gap between HOMO and LUMO: 0.31520 hartree


#2
Computed, not measured: a 2-piece molecular cluster, C4H13NO2 overall, with wB97M-V/def2-TZVPD.

Positions of all 20 atoms, in Å:
C: 0.10332 -1.29390 1.46505
N: 0.11063 0.11453 1.07168
C: -0.47891 0.54033 -0.16508
C: -1.95203 0.84064 0.07157
C: -0.16634 -0.38304 -1.38780
O: -1.18857 -0.02348 -2.27989
H: 0.51780 -1.30663 2.49171
H: 0.68201 -1.99123 0.82138
H: -1.04432 -1.62402 1.47448
H: -0.36192 0.72860 1.75746
H: 0.03843 1.45344 -0.41149
H: -2.49393 1.28974 -0.79000
H: -1.65644 1.55110 0.84476
H: -2.42074 -0.00695 0.62644
H: 0.90653 -0.30610 -1.75171
H: -0.10622 -1.46125 -1.20290
H: -1.05326 -0.14729 -3.19151
O: 3.07532 0.37694 0.92102
H: 2.30194 -0.16734 1.26951
H: 3.78550 0.13428 1.52868

Calculated values
- Total charge: 0
- SMILES string: CN[C@H](C)CO.O
- Spin multiplicity: 1
- LUMO energy: 0.825 eV
- Gap between HOMO and LUMO: 0.34892 hartree


How do the energies compare? Relative to the most stable structure, in eV: #1 0.140; #2 0.000.